An isolated ion of composition C5H13N2O and charge +1 in a non-equilibrium geometry. Source: the Open Molecules 2025 dataset; level of theory: ωB97M-V with the def2-TZVPD basis set.

Summary:
* SMILES: C=C([NH2+][C@H](C)N)OC
* energy: -10414.3517 eV
* net charge: +1

CARTESIAN COORDINATES (ANGSTROEM)
C: -1.3588 -1.7247 -0.7345
C: -1.5022 -0.7291 0.1525
N: -0.0814 0.3963 0.1670
C: 1.3097 -0.0465 -0.1856
C: 2.1093 -0.7315 1.0073
N: 1.9570 1.1634 -0.7099
O: -2.2715 -0.2183 0.9891
C: -3.5211 0.5037 0.4991
H: -2.1327 -2.4369 -0.5405
H: -0.4876 -1.7507 -1.3815
H: -0.1608 0.9070 1.1424
H: -0.3376 1.0250 -0.5799
H: 1.0384 -0.8286 -0.9290
H: 3.0451 -1.2350 0.6726
H: 2.3267 -0.0009 1.8152
H: 1.4805 -1.5205 1.5102
H: 1.8561 1.1836 -1.7427
H: 2.8977 1.3818 -0.3209
H: -3.1943 0.8780 -0.5602
H: -3.7428 1.3048 1.1917
H: -4.3134 -0.1812 0.3348

Atoms 1-3, force components in eV/Å:
C -0.36 1.95 2.19
C 4.25 0.05 -2.55
N -1.77 -0.40 2.65

An isolated ion of composition C5H13N2O4S2 and charge +1 in a non-equilibrium geometry. Source: the Open Molecules 2025 dataset; level of theory: ωB97M-V with the def2-TZVPD basis set.

Summary:
* multiplicity: 3
* energy: -38222.5079 eV
* net charge: +1

CARTESIAN COORDINATES (ANGSTROEM)
C: -1.2476 -0.7168 0.0145
C: -2.9887 -0.5643 -1.7817
C: 3.0335 -0.8664 0.2225
C: 1.0655 2.8564 1.3054
C: 0.0587 0.0310 0.7147
N: -1.8434 -0.1087 -0.9837
N: -1.5895 -1.9158 0.5371
O: 1.1142 -2.3460 0.8893
O: 0.9327 -1.4118 -1.3435
O: 1.4238 1.3011 -0.8547
O: -0.8541 2.2415 -0.3395
S: 1.2947 -1.2281 0.0034
S: 0.4398 1.6612 0.0449
H: -2.8295 -0.1825 -2.7942
H: -3.1621 -1.6206 -1.6695
H: -3.8296 -0.1702 -1.2147
H: 3.1491 -0.2365 1.1387
H: 3.5434 -1.8548 0.4560
H: 3.5412 -0.4031 -0.6586
H: 1.2066 3.8652 0.6885
H: 0.4589 2.9826 2.0840
H: 2.0949 2.5877 1.5764
H: -0.2383 0.0437 1.7273
H: -1.4984 0.8822 -1.2521
H: -0.8735 -2.3752 1.0070
H: -2.4023 -2.4516 0.4828

Atoms 1-3, force components in eV/Å:
C 4.47 0.98 5.35
C 1.10 0.27 1.32
C 1.33 0.18 0.26

An isolated ion of composition C5H13N2S and charge +1 in a non-equilibrium geometry. Source: the Open Molecules 2025 dataset; level of theory: ωB97M-V with the def2-TZVPD basis set.

Summary:
* SMILES: C[C@]1([NH3+])CSC[C@H]1N
* energy: -19204.8699 eV
* net charge: +1

CARTESIAN COORDINATES (ANGSTROEM)
C: -1.2924 -1.3419 0.3920
C: -0.0327 -0.5780 -0.0158
N: 0.0128 -0.3625 -1.4914
C: 1.2544 -1.2860 0.4019
S: 2.5940 -0.2009 -0.1943
C: 1.7973 1.2633 0.4840
C: 0.0156 0.8635 0.5294
N: -0.7098 1.7349 -0.3682
H: -1.8003 -1.7557 -0.4768
H: -1.9969 -0.6955 0.9086
H: -1.0471 -2.1644 1.0581
H: -0.4082 -1.1081 -2.0461
H: 1.0252 -0.2454 -1.7270
H: -0.4768 0.6005 -1.5490
H: 1.3129 -1.3995 1.4844
H: 1.3610 -2.2635 -0.0658
H: 1.9477 2.1135 -0.1655
H: 2.1005 1.4539 1.5061
H: -0.2601 0.9239 1.5792
H: -0.2777 2.6459 -0.4782
H: -1.6579 1.8926 -0.0385

Atoms 1-3, force components in eV/Å:
C -0.07 0.07 -0.06
C 0.03 -0.19 0.41
N 0.04 0.01 -0.27

A 2-piece molecular cluster, C5H13N3 overall in a non-equilibrium geometry. Source: the Open Molecules 2025 dataset; level of theory: ωB97M-V with the def2-TZVPD basis set.

Summary:
* SMILES: [H]/N=C\C(C)=N\[H].CNC
* energy: -9864.2276 eV
* net charge: 0

CARTESIAN COORDINATES (ANGSTROEM)
H: 2.5703 -0.2611 0.8724
N: 2.3524 0.1244 -0.0478
C: 1.2206 0.7163 -0.1237
C: 0.2822 1.0012 1.0063
C: 0.5051 0.2571 2.2975
N: -0.6625 1.8108 0.7813
H: -1.3007 1.9394 1.5680
H: 1.0585 1.4116 -0.9608
H: 0.4618 -0.8198 2.1257
H: 1.4956 0.4943 2.6958
H: -0.2470 0.5221 3.0361
C: -0.7114 -1.6827 -0.4960
N: -0.0927 -0.5917 -1.2236
C: -1.0648 0.3383 -2.0558
H: -1.3986 -1.2686 0.2427
H: 0.0510 -2.2745 0.0109
H: -1.2782 -2.3547 -1.1560
H: 0.6007 -0.9631 -1.8669
H: -1.7259 -0.3018 -2.6510
H: -0.4657 0.9733 -2.7009
H: -1.6505 0.9291 -1.3542

Atoms 1-3, force components in eV/Å:
H -0.42 -0.14 -0.14
N 0.37 0.25 0.15
C 1.17 1.16 0.15

A 2-piece molecular cluster, C5H13N3 overall in a non-equilibrium geometry. Source: the Open Molecules 2025 dataset; level of theory: ωB97M-V with the def2-TZVPD basis set.

Summary:
* energy: -9860.6805 eV
* net charge: 0

CARTESIAN COORDINATES (ANGSTROEM)
C: -2.1413 0.1618 0.6629
C: -0.8991 -1.7987 -0.0634
N: -0.8006 -0.3834 0.3528
N: 0.0266 -0.3635 1.5642
H: 1.0371 -0.4989 1.0361
H: 0.0693 0.6260 1.8201
H: 0.1046 -2.1597 -0.2826
H: -2.7651 0.0933 -0.2278
H: -2.0220 1.2064 0.9374
H: -2.5721 -0.4017 1.4897
H: -1.3291 -2.3843 0.7506
H: -1.5240 -1.8627 -0.9549
C: 0.0203 0.6196 -0.8671
C: 1.9400 -0.0486 -0.4460
C: 2.7834 0.9772 -0.3300
N: -0.1483 1.8503 -0.6617
H: -0.2898 2.3877 -1.5123
H: -0.0872 0.0894 -1.8116
H: 2.3325 -0.9869 -0.8447
H: 2.4068 1.9792 -0.1363
H: 3.8580 0.8974 -0.4753

Atoms 1-3, force components in eV/Å:
C 0.46 0.05 -0.10
C 0.15 0.37 -0.08
N 0.57 0.15 0.42

C5H13N3 as an isolated structure in a non-equilibrium geometry. Source: the Open Molecules 2025 dataset; level of theory: ωB97M-V with the def2-TZVPD basis set.

Summary:
* energy: -9862.3640 eV
* net charge: 0

CARTESIAN COORDINATES (ANGSTROEM)
C: -2.4969 0.1244 0.4373
C: 0.5814 -0.6972 0.1738
C: -1.5462 -0.1642 -0.6682
N: 1.0293 -1.6957 -0.6888
N: 0.3055 -0.8668 1.4090
N: -1.6681 -0.7537 -1.7643
H: 0.9869 -1.4468 -1.6682
H: 0.5571 -2.5797 -0.5499
H: 0.5193 -1.8009 1.7449
H: -2.6138 -1.1075 -1.9476
H: -2.6648 1.2006 0.5122
H: -2.0447 -0.1911 1.3795
H: -3.4517 -0.3871 0.2923
C: 1.9430 1.6575 0.8183
C: 1.4446 0.8427 -0.3524
H: 1.7535 1.1878 1.7852
H: 1.4482 2.6316 0.8132
H: 3.0198 1.8224 0.7350
H: 2.2630 0.4141 -0.9284
H: 0.9032 1.4958 -1.0405
H: -0.2685 0.3137 -0.4922

Atoms 1-3, force components in eV/Å:
C -0.10 -0.11 0.09
C 4.07 1.17 0.50
C 2.51 1.80 0.09

A 2-piece molecular cluster, C5H13N3 overall. Source: the Open Molecules 2025 dataset; level of theory: ωB97M-V with the def2-TZVPD basis set.

Summary:
* SMILES: C/C=N/C.C/C=N/N
* energy: -9864.4850 eV
* net charge: 0

CARTESIAN COORDINATES (ANGSTROEM)
C: 0.8158 -1.5564 1.3765
C: 0.9686 -0.0891 1.2143
N: 1.7408 0.4044 0.3575
C: 1.8499 1.8225 0.2143
H: -0.2061 -1.8296 1.1161
H: 1.5112 -2.0825 0.7296
H: 0.9892 -1.8380 2.4137
H: 0.3510 0.5316 1.8829
H: 2.8880 2.1080 0.3908
H: 1.1962 2.3842 0.8976
H: 1.6056 2.0833 -0.8166
C: -0.3643 -0.9600 -1.9846
C: -1.1876 -0.0103 -1.1935
N: -1.9244 -0.4157 -0.2510
N: -2.5727 0.4688 0.5447
H: -0.6177 -1.9814 -1.7183
H: 0.6902 -0.7854 -1.7702
H: -0.5269 -0.8070 -3.0505
H: -1.1049 1.0553 -1.4486
H: -2.6733 1.4183 0.1822
H: -3.4286 0.0791 0.9130

Atoms 1-3, force components in eV/Å:
C -0.03 -0.09 0.01
C -0.18 0.07 0.27
N 0.30 -0.45 -0.26

An isolated ion of composition C5H13N3 and charge +1 in a non-equilibrium geometry. Source: the Open Molecules 2025 dataset; level of theory: ωB97M-V with the def2-TZVPD basis set.

Summary:
* multiplicity: 2
* energy: -9856.6663 eV
* net charge: +1

CARTESIAN COORDINATES (ANGSTROEM)
C: -1.6887 -0.0267 0.4016
C: -1.4135 0.6570 -0.9710
C: -0.1291 0.3362 -1.7273
C: 1.1949 0.8389 -1.0986
N: 1.3681 0.6322 0.3256
C: 1.9950 -0.4621 0.8265
N: 1.7963 -0.7830 2.0266
N: -2.7687 -0.9896 0.3788
H: -1.7364 0.7563 1.1602
H: -0.8373 -0.6440 0.7155
H: -2.2127 0.3097 -1.6277
H: -1.6217 1.7211 -0.9249
H: -0.0181 -0.6915 -2.0647
H: -0.1965 1.0002 -2.5583
H: 1.9829 0.3566 -1.6773
H: 1.3249 1.9174 -1.1262
H: 0.7182 1.1097 0.9502
H: 2.7425 -0.8815 0.1466
H: 2.1244 -1.5940 2.5333
H: -3.5885 -0.6326 -0.0895
H: -2.4827 -1.8794 0.0061

Atoms 1-3, force components in eV/Å:
C 1.03 -0.64 -0.71
C -0.64 -0.83 0.14
C -0.24 1.10 1.05

C5H13N3O as an isolated structure in a non-equilibrium geometry. Source: the Open Molecules 2025 dataset; level of theory: ωB97M-V with the def2-TZVPD basis set.

Summary:
* energy: -11910.7394 eV
* net charge: 0

CARTESIAN COORDINATES (ANGSTROEM)
C: -1.5893 1.2303 0.8408
N: -0.8210 0.0109 1.0905
C: -1.2558 -1.2070 0.2224
O: -2.2995 -1.1722 -0.4300
H: -0.8134 -0.2170 2.0822
H: -0.9474 -2.1144 0.7659
H: -1.1701 2.0455 1.4326
H: -1.5216 1.4634 -0.2193
H: -2.6491 1.1056 1.0694
C: 1.7961 -0.9315 0.7792
C: 1.3931 1.2328 -0.5011
C: 0.8952 -0.1284 -0.1246
N: -0.3597 -0.3448 -2.1837
N: 0.1365 -0.8538 -0.9603
H: -0.1497 -1.0475 -2.8861
H: -1.3801 -0.3366 -2.0920
H: 2.6849 -1.2095 0.2052
H: 2.1097 -0.3466 1.6434
H: 2.2898 1.1247 -1.1174
H: 1.6669 1.7919 0.3939
H: 0.6611 1.7661 -1.1006
H: 1.3234 -1.8619 1.0896

Atoms 1-3, force components in eV/Å:
C -0.05 -0.36 -0.06
N -0.12 -0.23 -0.04
C -0.25 0.53 0.24

One molecule with the formula C5H13N3O in a non-equilibrium geometry. Source: the Open Molecules 2025 dataset; level of theory: ωB97M-V with the def2-TZVPD basis set.

Summary:
* SMILES: [H]/N=N/[C@@H](C)[C@@](C)(O)NC
* energy: -11911.3358 eV
* net charge: 0

CARTESIAN COORDINATES (ANGSTROEM)
H: -2.5981 -1.2003 -1.3933
N: -2.1357 -0.6214 -0.6832
N: -1.5405 0.3354 -1.3009
C: -0.7111 1.1182 -0.5269
C: -1.1433 1.4559 0.8899
C: 0.8253 0.0276 -0.3909
C: 1.3065 -0.1279 -1.8201
O: 1.7634 0.7309 0.3244
N: 0.3985 -1.1766 0.1744
C: 0.6519 -1.4547 1.5764
H: -0.3797 1.9890 -1.0931
H: -1.9604 2.1785 0.8526
H: -0.3282 1.9085 1.4569
H: -1.5030 0.5718 1.4109
H: 2.2049 -0.7459 -1.8195
H: 0.5341 -0.6002 -2.4191
H: 1.5485 0.8457 -2.2376
H: 1.5065 0.7827 1.2524
H: -0.6083 -1.3580 -0.0736
H: 0.2580 -2.4460 1.7932
H: 0.1817 -0.7523 2.2770
H: 1.7292 -1.4607 1.7503

Atoms 1-3, force components in eV/Å:
H -0.01 0.28 -0.09
N 0.54 1.54 -0.67
N -1.41 -2.08 -0.06

One molecule with the formula C5H13N3O2 in a non-equilibrium geometry. Source: the Open Molecules 2025 dataset; level of theory: ωB97M-V with the def2-TZVPD basis set.

Summary:
* energy: -13958.5412 eV
* net charge: 0

CARTESIAN COORDINATES (ANGSTROEM)
C: 1.6922 -0.1578 1.4970
C: -0.7247 0.3191 0.6847
N: -1.2863 1.5923 0.3915
C: -1.3471 -0.5120 1.5663
O: 0.8689 0.7856 0.8690
H: -0.9553 2.2633 1.0775
H: -2.2970 1.5183 0.4251
H: 2.1955 -0.8182 0.7759
H: 2.4580 0.3417 2.1006
H: 1.1148 -0.8163 2.1661
H: -1.0060 -1.5135 1.7779
H: -2.0017 -0.0815 2.3119
C: -0.3524 -1.8202 -1.0584
N: -0.4202 -0.3458 -0.9899
C: 0.7858 0.3045 -1.6025
N: 0.5303 1.5960 -1.9231
O: 1.7544 -0.3373 -1.9119
H: -1.2493 -0.0172 -1.4827
H: 1.3621 2.1230 -2.1477
H: -0.1066 2.0710 -1.2851
H: -0.2756 -2.1163 -2.1024
H: -1.2647 -2.2192 -0.6236
H: 0.5251 -2.1596 -0.5161

Atoms 1-3, force components in eV/Å:
C -0.19 -0.56 0.15
C 1.66 1.21 1.09
N -0.01 0.04 -0.01

A 2-piece molecular cluster, C5H13N3O2 overall in a non-equilibrium geometry. Source: the Open Molecules 2025 dataset; level of theory: ωB97M-V with the def2-TZVPD basis set.

Summary:
* SMILES: [H]/N=C(\N)NCC.CC(=O)O
* energy: -13959.9683 eV
* net charge: 0

CARTESIAN COORDINATES (ANGSTROEM)
H: 2.8867 1.0753 0.7163
N: 2.1749 0.6306 0.1664
C: 2.0847 -0.5659 -0.2132
N: 2.9574 -1.5965 0.2314
N: 1.1222 -0.8756 -1.1800
C: 0.3875 0.1987 -1.8364
C: -1.1509 0.0845 -1.9410
H: 3.3887 -2.1184 -0.5157
H: 3.6447 -1.3267 0.9161
H: 0.5955 -1.7227 -1.0265
H: 0.7812 0.2034 -2.8509
H: 0.4733 1.3010 -1.6159
H: -1.5321 -0.9591 -1.9901
H: -1.3098 0.5643 -2.9021
H: -1.8943 0.4272 -1.2014
C: -2.6987 0.5775 1.6768
C: -1.3844 0.1125 2.1938
O: -0.8836 -0.8746 2.6322
O: -0.7087 1.3547 2.3278
H: -2.5562 1.5968 1.4470
H: -3.4688 0.4220 2.4413
H: -2.9836 0.0446 0.7747
H: 0.0742 1.4463 1.7495

Atoms 1-3, force components in eV/Å:
H 0.59 -0.98 0.15
N -1.40 1.66 -0.04
C 1.32 0.19 0.50